# 1
148
Properties=species:S:1:pos:R:3 method="wB97M-V/def2-TZVPD" gap_ev=2.18 energy_ha=-2706.111236 e_homo_ev=-10.328 total_charge=+1
Be -27.76 -3.44 6.97
O -31.81 -6.51 4.69
C -30.93 -5.73 5.26
O -30.99 -5.38 6.42
O -29.98 -5.25 4.60
H -32.41 -6.39 5.43
C -32.91 -2.67 -0.66
C -32.15 -2.71 0.62
C -33.19 -2.79 1.77
O -34.18 -1.79 1.65
C -35.27 -1.82 2.63
N -31.25 -3.87 0.70
H -32.20 -2.69 -1.48
H -33.48 -1.76 -0.85
H -33.53 -3.54 -0.86
H -31.57 -1.81 0.81
H -32.68 -2.58 2.71
H -33.61 -3.79 1.89
H -35.01 -2.16 3.63
H -35.99 -2.56 2.30
H -35.67 -0.80 2.65
H -31.65 -4.80 0.72
H -30.71 -3.81 1.55
C -31.66 -7.83 10.67
C -31.77 -6.71 11.68
C -33.01 -6.82 12.65
O -33.00 -5.68 13.47
C -34.31 -5.62 14.09
N -30.54 -6.79 12.46
H -31.53 -8.84 11.06
H -30.88 -7.74 9.91
H -32.57 -7.88 10.07
H -31.86 -5.70 11.28
H -32.90 -7.72 13.25
H -33.95 -6.90 12.09
H -35.05 -5.44 13.31
H -34.41 -4.87 14.87
H -34.63 -6.58 14.51
H -30.35 -7.71 12.84
H -30.78 -6.39 13.36
C -26.09 -8.27 5.55
C -24.82 -7.68 6.23
C -23.46 -8.09 5.57
O -23.19 -7.57 4.30
C -21.81 -7.81 4.02
N -24.92 -6.23 6.18
H -26.93 -8.03 6.20
H -26.03 -9.35 5.42
H -26.43 -7.85 4.60
H -24.77 -7.95 7.28
H -23.40 -9.18 5.54
H -22.67 -7.72 6.23
H -21.60 -8.88 4.06
H -21.03 -7.35 4.63
H -21.70 -7.49 2.98
H -24.15 -5.88 6.72
H -24.61 -5.91 5.27
C -31.33 -1.00 10.69
C -31.19 -1.02 9.18
C -31.87 0.22 8.51
O -32.12 -0.10 7.18
C -32.55 1.02 6.41
N -29.73 -1.05 9.09
H -30.91 -1.91 11.11
H -32.35 -1.04 11.07
H -30.79 -0.15 11.09
H -31.52 -2.00 8.84
H -31.38 1.15 8.77
H -32.87 0.33 8.92
H -31.74 1.74 6.34
H -33.47 1.51 6.75
H -32.81 0.71 5.40
H -29.45 -0.08 9.02
H -29.44 -1.20 10.04
C -37.66 -4.86 6.92
C -36.28 -4.58 7.54
C -36.43 -4.47 9.06
O -37.34 -3.52 9.68
C -37.12 -2.16 9.42
N -35.38 -5.61 7.18
H -37.71 -5.11 5.86
H -38.30 -3.99 7.06
H -38.16 -5.70 7.42
H -35.87 -3.64 7.18
H -35.50 -4.35 9.62
H -36.78 -5.41 9.51
H -38.09 -1.67 9.33
H -36.60 -1.99 8.48
H -36.63 -1.56 10.18
H -35.66 -6.55 7.43
H -34.53 -5.58 7.73
C -23.76 0.56 7.22
C -24.79 -0.46 6.71
C -24.41 -1.04 5.35
O -25.41 -2.00 4.97
C -25.09 -2.48 3.69
N -24.93 -1.50 7.72
H -22.85 0.01 7.47
H -24.08 0.99 8.17
H -23.67 1.34 6.47
H -25.78 -0.01 6.67
H -23.44 -1.52 5.49
H -24.28 -0.22 4.64
H -25.82 -3.24 3.40
H -24.08 -2.89 3.67
H -25.15 -1.72 2.91
H -25.10 -1.08 8.62
H -24.03 -1.94 7.79
C -37.28 -8.58 2.58
C -36.36 -8.88 1.42
C -35.27 -7.79 1.27
O -34.53 -8.14 0.09
C -33.20 -8.68 0.29
N -35.81 -10.23 1.71
H -37.82 -7.65 2.39
H -36.67 -8.46 3.48
H -38.05 -9.33 2.74
H -36.97 -9.07 0.54
H -34.66 -7.82 2.17
H -35.62 -6.76 1.32
H -32.73 -9.02 -0.63
H -33.35 -9.54 0.94
H -32.50 -8.01 0.79
H -35.22 -10.49 0.94
H -36.51 -10.96 1.72
C -31.05 -11.59 6.10
C -32.00 -11.86 4.91
C -32.42 -13.35 4.93
O -31.20 -14.08 4.75
C -31.34 -15.51 4.92
N -33.16 -11.03 5.05
H -31.56 -11.90 7.01
H -30.88 -10.52 6.20
H -30.08 -12.06 5.94
H -31.56 -11.58 3.96
H -33.10 -13.54 4.10
H -32.94 -13.67 5.83
H -31.41 -15.63 6.01
H -30.43 -15.94 4.50
H -32.20 -15.93 4.41
H -33.81 -11.23 4.30
H -32.91 -10.06 4.95
C -27.35 -7.64 0.67
O -27.35 -7.66 -0.77
H -27.87 -8.53 1.04
H -26.35 -7.70 1.11
H -27.64 -6.62 0.92
H -27.23 -6.76 -1.07

# 2
146
Properties=species:S:1:pos:R:3 method="wB97M-V/def2-TZVPD" gap_ev=9.26 energy_ha=-2583.009343 e_homo_ev=-8.658 smiles=COC[C@H](C)N.COC[C@H](C)N.COC[C@H](C)N.COC[C@H](C)N.COC[C@H](C)N.COC[C@H](C)N.CC(C)O.CC(C)O.OCCO.OCCO
C -2.91 1.17 0.42
C -2.98 1.85 -0.92
C -4.27 1.85 -1.69
O -2.77 3.28 -0.62
H -3.63 1.74 1.03
H -1.88 1.35 0.79
H -3.13 0.08 0.35
H -2.12 1.53 -1.51
H -4.18 2.51 -2.57
H -5.02 2.20 -1.02
H -4.50 0.85 -2.02
H -1.87 3.42 -0.20
C 5.28 -1.19 1.63
C 4.90 -1.76 0.28
C 3.70 -2.66 0.38
O 4.41 -0.74 -0.59
H 6.09 -0.40 1.43
H 5.57 -2.03 2.23
H 4.38 -0.80 2.14
H 5.84 -2.16 -0.07
H 3.23 -3.04 -0.57
H 2.87 -2.04 0.77
H 3.72 -3.49 1.11
H 4.98 0.07 -0.56
C 2.78 1.79 2.98
C 1.94 0.67 3.62
O 0.58 0.86 3.38
O 2.79 1.73 1.56
H 3.86 1.60 3.25
H 2.45 2.82 3.33
H 2.21 0.65 4.65
H 2.32 -0.34 3.25
H 0.13 -0.04 3.46
H 1.88 1.63 1.15
C 0.74 -0.60 -0.07
C 0.25 -1.81 -0.85
O -0.78 -1.44 -1.74
O 1.62 0.12 -0.83
H 1.19 -0.91 0.89
H -0.19 -0.06 0.18
H -0.19 -2.57 -0.26
H 1.18 -2.14 -1.42
H -0.47 -0.92 -2.53
H 2.54 -0.17 -0.67
C -1.57 -0.41 5.60
C -1.85 -1.34 4.45
C -2.77 -0.74 3.39
O -4.10 -0.76 3.90
C -5.01 -0.55 2.87
N -0.59 -1.66 3.83
H -2.41 0.21 5.87
H -0.75 0.18 5.35
H -1.16 -0.98 6.50
H -2.34 -2.27 4.81
H -2.71 -1.30 2.42
H -2.46 0.25 3.17
H -4.73 -1.01 1.95
H -5.06 0.47 2.54
H -6.00 -0.77 3.31
H -0.12 -2.19 4.55
H -0.74 -2.30 3.09
C -0.77 1.34 -6.04
C -0.01 0.17 -5.40
C 1.23 0.52 -4.70
O 2.11 1.14 -5.58
C 3.31 1.55 -4.88
N -0.77 -0.48 -4.32
H -0.40 1.66 -7.02
H -0.49 2.16 -5.41
H -1.87 1.24 -6.03
H 0.09 -0.58 -6.24
H 1.74 -0.33 -4.25
H 0.97 1.25 -3.91
H 3.15 1.93 -3.88
H 3.81 2.37 -5.42
H 4.04 0.77 -4.71
H -1.58 0.06 -4.15
H -1.20 -1.37 -4.62
C -4.84 -3.59 -3.24
C -4.71 -2.82 -1.97
C -5.61 -3.33 -0.81
O -7.02 -3.01 -0.99
C -7.67 -2.77 0.21
N -3.35 -2.71 -1.49
H -4.90 -4.62 -3.23
H -4.09 -3.25 -3.95
H -5.73 -3.28 -3.75
H -5.01 -1.83 -2.11
H -5.32 -2.83 0.12
H -5.62 -4.42 -0.67
H -7.29 -1.79 0.65
H -7.39 -3.56 0.95
H -8.72 -2.72 0.09
H -2.75 -3.48 -1.72
H -2.95 -1.82 -1.72
C -1.08 5.16 2.41
C 0.37 4.92 2.02
C 0.54 4.91 0.50
O 0.02 3.67 -0.02
C 0.55 3.48 -1.32
N 1.26 6.05 2.48
H -1.64 4.42 1.80
H -1.40 6.14 2.10
H -1.28 4.85 3.42
H 0.60 3.89 2.31
H 1.60 5.00 0.20
H 0.02 5.81 0.14
H 0.28 2.50 -1.73
H 1.66 3.47 -1.34
H 0.17 4.25 -1.97
H 1.47 5.93 3.46
H 2.15 5.82 2.04
C -3.19 -4.61 3.11
C -2.69 -5.18 1.76
C -1.21 -5.15 1.79
O -0.67 -3.88 1.96
C 0.75 -3.92 2.04
N -3.07 -6.54 1.51
H -3.11 -3.51 3.13
H -2.54 -4.94 3.95
H -4.19 -4.88 3.37
H -3.07 -4.53 0.97
H -0.78 -5.52 0.86
H -0.72 -5.84 2.58
H 1.20 -4.28 1.05
H 1.07 -4.66 2.71
H 1.14 -2.90 2.11
H -2.31 -7.26 1.75
H -3.99 -6.85 1.84
C 5.33 3.45 0.15
C 5.40 2.84 -1.24
C 6.14 3.77 -2.23
O 5.89 3.26 -3.54
C 6.80 3.70 -4.52
N 6.11 1.59 -1.12
H 5.02 4.50 0.07
H 6.27 3.41 0.70
H 4.61 2.88 0.70
H 4.39 2.74 -1.61
H 7.23 3.75 -2.08
H 5.85 4.82 -2.18
H 7.81 3.61 -4.14
H 6.67 4.75 -4.92
H 6.74 3.15 -5.43
H 6.90 1.81 -0.59
H 6.37 1.25 -2.03

# 3
155
Properties=species:S:1:pos:R:3 method="wB97M-V/def2-TZVPD" gap_ev="8.67 / 4.08" multiplicity=2 energy_ha=-3483.726911 s_squared=0.754 e_homo_ev="-8.693 / -8.693"
P -41.06 -29.76 -0.01
F -40.14 -30.21 -1.28
F -41.41 -28.43 -0.88
F -42.30 -30.67 -0.70
F -42.02 -29.37 1.25
F -40.54 -31.26 0.52
F -39.70 -29.10 0.62
C -32.29 -31.91 -2.67
C -33.62 -31.04 -2.71
C -34.11 -30.57 -1.30
O -35.43 -30.00 -1.52
C -36.23 -29.73 -0.35
N -33.45 -30.10 -3.83
H -31.37 -31.57 -2.19
H -31.99 -32.19 -3.68
H -32.45 -32.78 -2.03
H -34.40 -31.76 -2.97
H -33.47 -29.89 -0.74
H -34.02 -31.46 -0.67
H -35.96 -28.80 0.15
H -36.26 -30.58 0.33
H -37.29 -29.56 -0.53
H -32.75 -29.38 -3.70
H -32.96 -30.66 -4.52
C -38.65 -32.50 -3.24
C -37.45 -31.60 -3.53
C -37.06 -31.68 -4.97
O -36.06 -30.69 -5.29
C -35.34 -31.16 -6.47
N -37.84 -30.18 -3.28
H -38.88 -32.46 -2.18
H -38.38 -33.55 -3.34
H -39.50 -32.32 -3.89
H -36.59 -31.96 -2.97
H -37.86 -31.59 -5.70
H -36.69 -32.69 -5.14
H -34.36 -30.72 -6.66
H -35.98 -30.93 -7.32
H -35.02 -32.18 -6.22
H -38.50 -29.87 -3.98
H -38.40 -30.18 -2.44
C -38.51 -28.43 4.28
C -37.19 -28.59 3.49
C -36.89 -30.08 3.15
O -36.58 -30.89 4.30
C -37.61 -31.78 4.74
N -37.26 -27.81 2.27
H -39.30 -28.67 3.58
H -38.49 -27.43 4.70
H -38.54 -29.13 5.11
H -36.27 -28.32 4.00
H -36.00 -30.07 2.53
H -37.54 -30.63 2.46
H -37.86 -32.57 4.03
H -38.43 -31.13 5.04
H -37.33 -32.19 5.71
H -37.76 -26.97 2.51
H -37.93 -28.10 1.57
C -45.21 -28.26 -0.16
C -45.93 -29.10 -1.19
C -47.02 -28.19 -1.92
O -47.90 -27.62 -0.97
C -48.93 -26.76 -1.42
N -44.98 -29.60 -2.16
H -45.93 -28.29 0.67
H -44.97 -27.26 -0.52
H -44.35 -28.80 0.24
H -46.35 -29.94 -0.66
H -47.57 -28.89 -2.54
H -46.58 -27.50 -2.63
H -48.73 -26.39 -2.42
H -49.08 -25.92 -0.73
H -49.80 -27.40 -1.55
H -44.38 -28.87 -2.52
H -44.29 -30.15 -1.68
C -33.65 -25.60 -1.18
C -34.59 -26.68 -1.74
C -36.08 -26.29 -1.61
O -36.86 -27.40 -2.03
C -38.21 -27.21 -1.70
N -34.34 -26.84 -3.14
H -33.55 -24.73 -1.82
H -32.68 -26.04 -0.95
H -34.10 -25.07 -0.34
H -34.44 -27.67 -1.30
H -36.32 -25.32 -2.04
H -36.24 -26.11 -0.55
H -38.25 -27.29 -0.61
H -38.81 -27.99 -2.16
H -38.61 -26.25 -2.04
H -34.38 -25.91 -3.52
H -33.33 -26.88 -3.09
C -48.08 -32.32 4.22
C -46.66 -32.81 3.89
C -46.14 -32.21 2.58
O -44.85 -32.63 2.30
C -44.44 -32.30 1.01
N -45.77 -32.25 4.95
H -48.67 -32.61 3.35
H -48.16 -31.24 4.31
H -48.50 -32.80 5.11
H -46.63 -33.90 3.80
H -46.04 -31.13 2.65
H -46.81 -32.55 1.79
H -44.67 -31.25 0.82
H -44.83 -33.11 0.38
H -43.38 -32.51 0.91
H -45.84 -31.27 4.73
H -44.92 -32.51 4.46
C -42.19 -25.22 4.43
C -43.41 -25.65 3.69
C -43.04 -25.97 2.28
O -42.67 -24.73 1.63
C -42.66 -24.84 0.19
N -43.98 -26.83 4.42
H -41.34 -25.88 4.22
H -42.24 -25.20 5.52
H -41.97 -24.27 3.95
H -43.93 -24.69 3.64
H -43.95 -26.36 1.81
H -42.35 -26.77 2.03
H -42.10 -24.01 -0.24
H -43.70 -24.95 -0.11
H -42.10 -25.77 0.06
H -44.06 -26.52 5.37
H -44.84 -26.79 3.89
C -35.80 -24.36 2.31
C -36.84 -23.74 1.36
C -38.33 -24.13 1.60
O -38.45 -25.56 1.67
C -39.81 -26.02 1.60
N -36.60 -22.32 1.56
H -36.09 -24.07 3.32
H -34.82 -23.93 2.08
H -35.82 -25.44 2.14
H -36.61 -23.97 0.32
H -38.85 -23.79 0.71
H -38.63 -23.66 2.53
H -40.08 -26.97 2.07
H -40.03 -26.23 0.55
H -40.47 -25.27 2.03
H -35.81 -21.97 1.04
H -36.37 -22.26 2.54
C -41.02 -28.50 -3.92
O -39.94 -28.52 -4.94
H -42.05 -28.42 -4.28
H -40.91 -29.43 -3.36
H -40.91 -27.75 -3.13
H -40.14 -29.15 -5.64
C -41.23 -31.86 3.71
O -40.73 -32.67 2.65
H -42.32 -31.87 3.76
H -40.93 -32.13 4.72
H -40.85 -30.84 3.63
H -40.01 -32.22 2.19